Entry from the Open Molecules 2025 dataset: a gas-phase ion, CH5N2S (charge +1) (the ωB97M-V functional and the def2-TZVPD basis).

Cartesian coordinates (Å):
C1 0.347 0.417 -0.218
N1 1.624 0.231 -0.325
N2 -0.559 -0.386 0.332
S1 -2.225 0.079 -0.050
H1 -0.137 1.369 -0.639
H2 2.246 1.079 -0.406
H3 2.039 -0.553 0.015
H4 -0.421 -1.487 0.455
H5 -2.914 -0.748 0.835

Output
SMILES: N/C=[NH+]/S
Orbital gap (eV): 9.855
E (eV): -14925.6592
Molecular weight (g/mol): 77.1
Charge: +1
Relative energy (zero: lowest compared OMol25 entry of this formula, charge and spin) (kcal per mole): 18.6
LUMO level (eV): -4.23

Calculated atomic charges, method natural (NBO), unit e: atom 1 (C): 0.382, atom 2 (N): -0.688, atom 3 (N): -0.668, atom 4 (S): 0.223, atom 5 (H): 0.241, atom 6 (H): 0.453, atom 7 (H): 0.416, atom 8 (H): 0.462, atom 9 (H): 0.178


Entry from the Open Molecules 2025 dataset: a molecular structure, C20H30InN3O6PS (the ωB97M-V functional and the def2-TZVPD basis).

Cartesian coordinates (Å):
C1 -0.690 0.783 0.950
C2 -0.354 1.911 -0.026
P1 1.087 1.479 -1.106
C3 1.685 3.128 -1.757
C4 0.609 4.187 -1.972
In1 0.213 0.384 -3.206
N1 1.877 0.039 -4.456
C5 1.802 -0.929 -5.261
C6 0.694 -1.118 -6.303
C7 2.859 -2.021 -5.323
S1 -1.064 -1.751 -2.698
C8 -2.347 -1.959 -3.946
O1 -0.236 -2.957 -2.828
O2 -1.759 -1.670 -1.405
H1 -1.162 -0.057 0.444
H2 0.192 0.467 1.500
H3 -1.411 1.161 1.681
H4 -0.056 2.787 0.556
H5 -1.257 2.197 -0.567
H6 2.126 2.897 -2.726
H7 2.445 3.476 -1.062
H8 1.073 5.154 -2.186
H9 -0.017 3.944 -2.828
H10 -0.029 4.330 -1.103
H11 -0.989 1.435 -4.024
H12 -0.028 -1.868 -5.978
H13 1.138 -1.509 -7.220
H14 0.219 -0.169 -6.528
H15 3.755 -1.705 -4.801
H16 2.451 -2.947 -4.919
H17 3.125 -2.222 -6.365
H18 -3.266 -1.474 -3.628
H19 -2.005 -1.494 -4.867
H20 -2.505 -3.025 -4.083
C9 -3.269 -3.449 0.458
C10 -4.497 -3.973 0.845
C11 -4.890 -3.928 2.173
C12 -4.039 -3.348 3.096
C13 -2.811 -2.822 2.732
C14 -2.428 -2.876 1.402
N2 -4.458 -3.281 4.502
O3 -5.531 -3.768 4.802
O4 -3.710 -2.745 5.295
H21 -2.960 -3.471 -0.575
H22 -5.152 -4.417 0.108
H23 -5.842 -4.333 2.483
H24 -2.165 -2.374 3.472
H25 -1.478 -2.467 1.088
C15 3.669 2.478 6.563
C16 3.400 1.324 5.839
C17 3.068 1.407 4.497
C18 3.014 2.653 3.902
C19 3.273 3.814 4.605
C20 3.602 3.720 5.947
N3 2.675 2.740 2.469
O5 2.434 1.708 1.892
O6 2.658 3.847 1.966
H26 3.931 2.408 7.611
H27 3.450 0.357 6.320
H28 2.855 0.519 3.922
H29 3.218 4.773 4.112
H30 3.809 4.619 6.512

Output
Orbital gap (eV): 5.361
E (eV): -63274.3285
Molecular weight (g/mol): 586.3
Charge: -1
LUMO level (eV): 1.39

Calculated atomic charges, method Mulliken, unit e: atom 1 (C): -0.959, atom 2 (C): -0.547, atom 3 (P): -0.178, atom 4 (C): -0.594, atom 5 (C): -1.057, atom 6 (In): 0.632, atom 7 (N): -0.590, atom 8 (C): 0.891, atom 9 (C): -1.095, atom 10 (C): -1.327, atom 11 (S): 0.695, atom 12 (C): -1.093, atom 13 (O): -0.707, atom 14 (O): -0.601, atom 15 (H): 0.033, atom 16 (H): 0.265, atom 17 (H): 0.416, atom 18 (H): 0.273, atom 19 (H): 0.514, atom 20 (H): 0.384, atom 21 (H): 0.343, atom 22 (H): 0.385, atom 23 (H): 0.208, atom 24 (H): 0.285, atom 25 (H): -0.371, atom 26 (H): 0.153, atom 27 (H): 0.427, atom 28 (H): 0.278, atom 29 (H): 0.313, atom 30 (H): 0.267, atom 31 (H): 0.380, atom 32 (H): 0.343, atom 33 (H): 0.318, atom 34 (H): 0.339, atom 35 (C): -0.450, atom 36 (C): -0.469, atom 37 (C): -0.327, atom 38 (C): 0.144, atom 39 (C): -0.384, atom 40 (C): -0.356, atom 41 (N): 1.011, atom 42 (O): -0.628, atom 43 (O): -0.618, atom 44 (H): 0.384, atom 45 (H): 0.379, atom 46 (H): 0.442, atom 47 (H): 0.437, atom 48 (H): 0.435, atom 49 (C): -0.446, atom 50 (C): -0.483, atom 51 (C): -0.288, atom 52 (C): 0.049, atom 53 (C): -0.317, atom 54 (C): -0.404, atom 55 (N): 1.013, atom 56 (O): -0.540, atom 57 (O): -0.611, atom 58 (H): 0.368, atom 59 (H): 0.366, atom 60 (H): 0.462, atom 61 (H): 0.447, atom 62 (H): 0.359


Entry from the Open Molecules 2025 dataset: 20 unconnected molecules or ions with the total composition C11H62NO19 (the ωB97M-V functional and the def2-TZVPD basis).

Cartesian coordinates (Å):
C1 2.701 -2.797 1.039
C2 1.523 -2.743 0.145
C3 1.009 -1.202 0.210
C4 -0.596 -1.180 -0.070
N1 -1.288 0.143 -0.223
C5 -2.645 -0.014 -0.784
C6 -2.633 0.570 -2.174
C7 -1.408 1.487 -2.269
C8 -0.443 0.891 -1.389
C9 -1.190 0.907 1.149
C10 -1.485 2.398 1.061
C11 -1.378 3.011 2.388
H1 3.329 -1.921 0.928
H2 3.221 -3.516 0.673
H3 2.358 -3.194 2.180
H4 0.766 -3.444 0.751
H5 1.658 -3.028 -0.861
H6 1.499 -0.541 -0.688
H7 1.172 -0.980 1.027
H8 -1.085 -1.821 0.674
H9 -0.825 -1.669 -0.991
H10 -3.256 0.419 -0.207
H11 -3.160 -1.069 -0.741
H12 -3.548 1.001 -2.662
H13 -2.670 -0.130 -2.856
H14 -1.611 2.491 -1.903
H15 -1.155 1.474 -3.240
H16 0.371 1.576 -1.098
H17 0.147 0.290 -1.872
H18 -0.053 0.775 1.474
H19 -1.850 0.343 1.716
H20 -2.390 2.740 0.787
H21 -0.861 3.029 0.445
H22 -1.544 2.542 3.203
H23 -1.978 3.961 2.535
H24 -0.211 3.184 2.270
O1 4.240 -3.235 -2.402
H25 3.665 -3.007 -3.155
H26 4.385 -2.361 -1.870
O2 -2.659 0.461 4.837
H27 -3.287 1.002 4.327
H28 -2.919 0.764 5.688
O3 -5.935 1.098 0.434
H29 -6.852 1.323 0.734
H30 -5.725 0.647 -0.464
O4 2.278 0.765 -3.376
H31 2.172 1.236 -4.140
H32 3.172 1.137 -3.069
O5 0.042 3.630 5.130
H33 -0.427 3.904 5.853
H34 0.932 3.251 5.207
O6 4.909 -3.327 3.206
H35 4.036 -3.609 3.148
H36 5.448 -3.343 4.171
O7 -0.233 5.871 3.706
H37 -0.013 5.200 4.217
H38 0.191 5.422 2.892
O8 1.420 4.964 1.603
H39 2.335 5.236 1.735
H40 1.760 4.171 1.722
O9 6.263 -2.502 0.941
H41 7.035 -2.033 1.469
H42 5.693 -2.812 1.633
O10 -2.414 6.574 2.418
H43 -1.715 6.432 3.116
H44 -3.338 6.474 2.825
O11 1.948 2.326 2.286
H45 2.638 1.937 1.706
H46 1.575 1.761 3.030
O12 3.493 -6.230 0.454
H47 4.476 -6.463 0.588
H48 2.842 -6.874 0.694
O13 -5.100 3.444 -3.874
H49 -4.431 3.033 -4.511
H50 -4.481 3.670 -3.113
O14 4.723 -0.789 -0.812
H51 5.564 -0.603 -1.066
H52 5.165 -1.529 -0.186
O15 2.416 -5.458 -1.943
H53 2.957 -4.625 -1.951
H54 2.674 -5.895 -1.116
O16 -3.220 -0.414 -5.630
H55 -2.869 0.506 -5.790
H56 -3.929 -0.517 -6.333
O17 -0.086 -4.159 -2.663
H57 -0.932 -4.552 -2.602
H58 0.588 -4.843 -2.168
O18 -5.834 -1.466 -1.675
H59 -6.124 -1.555 -2.564
H60 -5.464 -2.359 -1.418
O19 -0.851 -1.736 -4.282
H61 -0.942 -2.504 -3.639
H62 -1.745 -1.423 -4.586

Output
Orbital gap (eV): 9.423
E (eV): -52789.8731
Molecular weight (g/mol): 512.6
Charge: +1
Relative energy (zero: lowest compared OMol25 entry of this formula, charge and spin) (kcal per mole): 80.1
LUMO level (eV): -2.32

Calculated atomic charges, method Mulliken, unit e: atom 1 (C): -2.265, atom 2 (C): -0.066, atom 3 (C): -1.872, atom 4 (C): -1.727, atom 5 (N): 1.286, atom 6 (C): -1.034, atom 7 (C): -0.441, atom 8 (C): -0.655, atom 9 (C): -1.480, atom 10 (C): -0.030, atom 11 (C): -0.621, atom 12 (C): -0.697, atom 13 (H): 0.326, atom 14 (H): 1.363, atom 15 (H): 0.059, atom 16 (H): 0.231, atom 17 (H): 0.456, atom 18 (H): 0.010, atom 19 (H): 2.121, atom 20 (H): 0.520, atom 21 (H): 0.626, atom 22 (H): 0.506, atom 23 (H): 0.049, atom 24 (H): 0.280, atom 25 (H): 0.326, atom 26 (H): 0.381, atom 27 (H): 0.667, atom 28 (H): 0.149, atom 29 (H): 1.117, atom 30 (H): -0.289, atom 31 (H): 0.578, atom 32 (H): 0.483, atom 33 (H): 0.414, atom 34 (H): 0.460, atom 35 (H): 0.290, atom 36 (H): -0.378, atom 37 (O): -0.714, atom 38 (H): 0.340, atom 39 (H): 0.382, atom 40 (O): -0.609, atom 41 (H): 0.297, atom 42 (H): 0.296, atom 43 (O): -0.658, atom 44 (H): 0.301, atom 45 (H): 0.318, atom 46 (O): -0.540, atom 47 (H): 0.252, atom 48 (H): 0.300, atom 49 (O): -0.591, atom 50 (H): 0.264, atom 51 (H): 0.267, atom 52 (O): -0.675, atom 53 (H): 0.332, atom 54 (H): 0.317, atom 55 (O): -0.753, atom 56 (H): 0.401, atom 57 (H): 0.396, atom 58 (O): -0.528, atom 59 (H): 0.373, atom 60 (H): 0.149, atom 61 (O): -0.680, atom 62 (H): 0.340, atom 63 (H): 0.384, atom 64 (O): -0.689, atom 65 (H): 0.402, atom 66 (H): 0.293, atom 67 (O): -0.659, atom 68 (H): 0.276, atom 69 (H): 0.285, atom 70 (O): -0.648, atom 71 (H): 0.303, atom 72 (H): 0.304, atom 73 (O): -0.638, atom 74 (H): 0.305, atom 75 (H): 0.331, atom 76 (O): -0.613, atom 77 (H): 0.278, atom 78 (H): 0.333, atom 79 (O): -0.701, atom 80 (H): 0.288, atom 81 (H): 0.438, atom 82 (O): -0.655, atom 83 (H): 0.312, atom 84 (H): 0.306, atom 85 (O): -0.646, atom 86 (H): 0.297, atom 87 (H): 0.330, atom 88 (O): -0.597, atom 89 (H): 0.307, atom 90 (H): 0.310, atom 91 (O): -0.605, atom 92 (H): 0.320, atom 93 (H): 0.329